(1)
78
Properties=species:S:1:pos:R:3 method="wB97M-V/def2-TZVPD" energy_ev=-55651.119 gap_ev="6.39 / 3.27" mol_weight_g_mol=568.40 multiplicity=2 s2=0.76 total_charge=+2 homo_energy_ev="-13.186 / -13.186"
C 0.621 -1.075 -3.322
N 1.745 -1.096 -2.247
C 1.937 -2.251 -1.610
C 3.040 -2.270 -0.681
C 3.809 -1.122 -0.354
C 3.486 0.036 -1.086
C 2.477 0.034 -2.021
C 4.794 -0.990 0.779
C 5.957 -0.259 0.699
C 6.820 -0.040 1.832
N 6.413 -0.585 2.998
C 5.365 -1.343 3.165
C 4.485 -1.495 2.082
C 7.236 -0.163 4.142
H -0.195 -1.783 -3.176
H 1.138 -1.328 -4.247
H 0.305 -0.032 -3.278
H 1.300 -3.058 -1.940
H 3.324 -3.172 -0.159
H 3.817 0.948 -0.611
H 2.099 0.878 -2.579
H 6.406 0.234 -0.150
H 7.699 0.578 1.725
H 5.246 -1.708 4.174
H 3.577 -2.052 2.256
H 7.358 0.918 4.205
H 8.212 -0.620 3.975
H 6.859 -0.703 5.012
B -1.445 -0.604 -0.727
F -0.691 0.314 -1.274
F -1.441 -1.880 -1.389
F -0.963 -0.774 0.547
F -2.653 -0.107 -0.734
O -2.856 3.429 2.853
C -2.231 2.431 2.530
N -1.779 2.247 1.259
C -1.949 1.309 3.576
H -1.887 3.077 0.694
H -1.436 1.375 0.882
H -1.415 0.400 3.300
H -2.905 1.111 4.060
H -1.273 1.725 4.324
O -5.493 -2.381 2.129
C -4.667 -1.925 1.331
N -3.602 -1.184 1.798
C -4.793 -2.034 -0.224
H -3.369 -1.023 2.767
H -3.142 -0.542 1.169
H -4.925 -0.987 -0.498
H -5.713 -2.465 -0.618
H -3.935 -2.497 -0.712
O 0.592 2.540 -3.526
C -0.323 3.192 -2.960
N -1.063 2.831 -1.974
C -0.682 4.601 -3.264
H -1.968 3.257 -1.836
H -0.916 1.854 -1.763
H -0.313 5.351 -2.564
H -1.753 4.800 -3.309
H -0.154 4.799 -4.197
O -3.863 3.662 -1.892
C -4.470 3.018 -2.773
N -4.930 1.864 -2.401
C -4.686 3.612 -4.114
H -4.908 1.693 -1.406
H -5.267 1.089 -2.954
H -5.498 3.179 -4.699
H -3.816 3.421 -4.742
H -4.900 4.680 -4.148
O 1.187 -3.838 0.921
C 0.329 -3.896 1.791
N 0.524 -3.470 3.013
C -1.103 -4.203 1.367
H 1.506 -3.333 3.202
H -0.180 -3.475 3.738
H -1.058 -4.317 0.284
H -1.741 -3.344 1.574
H -1.314 -5.063 2.003

=====

(2)
68
Properties=species:S:1:pos:R:3 method="wB97M-V/def2-TZVPD" energy_ev=-36047.739 gap_ev=2.45 mol_weight_g_mol=486.27 total_charge=+2 homo_energy_ev=-13.709
C 1.779 3.645 1.519
C 1.196 2.853 0.833
C 0.513 1.882 -0.054
B -0.840 2.574 -0.671
C -2.042 2.475 0.602
C -2.458 1.058 0.914
C -2.668 0.800 2.431
C -1.383 0.406 3.177
C -0.654 -0.794 2.571
C -1.372 -2.165 2.721
C -1.277 -2.965 1.404
C -1.197 -4.486 1.589
O 0.125 -4.940 1.861
C 0.981 -4.830 0.805
C 0.548 -5.014 -0.646
O 2.132 -4.592 1.030
C -1.477 1.873 -2.013
C -0.378 1.396 -3.038
C -0.383 -0.132 -3.127
C 0.288 -0.815 -1.932
C 1.838 -0.753 -2.015
C 2.516 -1.061 -0.664
O 3.826 -0.534 -0.579
C 3.909 0.633 0.204
C -0.648 4.174 -0.973
C 0.517 4.451 -1.879
O 0.553 5.279 -2.694
F 1.794 3.628 -1.724
H 2.466 4.397 1.829
H 1.264 1.606 -0.812
H 0.335 1.000 0.568
H -2.905 3.113 0.377
H -1.539 2.894 1.492
H -3.418 0.887 0.409
H -1.783 0.317 0.471
H -3.355 -0.058 2.492
H -3.202 1.642 2.880
H -1.650 0.271 4.231
H -0.689 1.261 3.147
H 0.310 -0.873 3.087
H -0.417 -0.658 1.508
H -2.406 -2.070 3.066
H -0.851 -2.720 3.509
H -0.465 -2.639 0.741
H -2.210 -2.770 0.852
H -1.807 -4.750 2.458
H -1.674 -4.986 0.741
H 1.263 -5.692 -1.116
H 0.661 -4.063 -1.173
H -0.437 -5.458 -0.785
H -2.087 2.632 -2.518
H -2.156 1.039 -1.827
H 0.620 1.817 -2.871
H -0.710 1.773 -4.017
H -1.411 -0.504 -3.182
H 0.113 -0.469 -4.049
H -0.096 -0.493 -0.956
H 0.037 -1.882 -1.998
H 2.196 0.174 -2.485
H 2.113 -1.570 -2.690
H 1.862 -0.762 0.170
H 2.617 -2.150 -0.578
H 4.924 0.728 0.594
H 3.215 0.629 1.050
H 3.706 1.514 -0.459
H -1.529 4.576 -1.478
H -0.552 4.777 -0.058
Y 3.910 3.472 -2.271

=====

(3)
70
Properties=species:S:1:pos:R:3 method="wB97M-V/def2-TZVPD" energy_ev=-308169.115 gap_ev=3.76 mol_weight_g_mol=807.53 total_charge=-2 homo_energy_ev=0.257 e_above_lowest_kcal_mol=0.00
Pd -0.974 0.070 0.170
C -1.884 0.113 3.652
C -0.392 0.295 3.626
C 0.332 0.664 4.784
C 1.690 0.785 4.722
C 2.364 0.562 3.501
C 3.772 0.630 3.322
Br 4.921 1.054 4.787
C 4.326 0.385 2.098
C 3.528 0.089 0.992
Br 4.388 -0.170 -0.682
C 2.112 0.042 1.026
O 1.381 -0.137 0.032
C 1.554 0.243 2.386
N 0.220 0.100 2.488
H -2.315 0.514 4.572
H -2.139 -0.947 3.576
H -2.328 0.591 2.777
H -0.196 0.836 5.715
H 2.263 1.051 5.601
H 5.400 0.433 1.975
C -4.013 -2.453 -2.030
Si -2.488 -1.534 -1.251
C -1.498 -1.190 -2.826
C -1.676 -3.009 -0.379
C -3.088 -0.217 -0.164
Si -3.986 1.223 -0.678
C -3.981 2.670 0.527
C -5.860 0.905 -0.891
C -3.436 1.892 -2.348
H -3.732 -3.357 -2.587
H -4.540 -1.782 -2.722
H -4.726 -2.734 -1.246
H -1.561 -2.057 -3.497
H -0.449 -0.998 -2.585
H -1.883 -0.319 -3.363
H -1.540 -3.841 -1.083
H -2.311 -3.360 0.443
H -0.705 -2.737 0.042
H -3.486 -0.652 0.767
H -4.429 2.366 1.481
H -4.565 3.510 0.132
H -2.960 3.002 0.718
H -6.289 0.539 0.049
H -6.031 0.134 -1.650
H -6.406 1.810 -1.184
H -2.401 2.241 -2.304
H -4.078 2.727 -2.653
H -3.498 1.115 -3.116
C 2.325 7.046 0.365
Ge 2.063 5.200 -0.260
C 2.751 5.184 -2.091
C 3.146 4.040 0.851
C 0.190 4.722 -0.165
Se -0.131 2.754 -0.014
C 0.581 2.340 -1.778
H 3.383 7.316 0.318
H 1.988 7.151 1.399
H 1.760 7.750 -0.252
H 3.722 5.684 -2.119
H 2.070 5.710 -2.764
H 2.872 4.164 -2.453
H 4.203 4.302 0.762
H 3.013 3.001 0.557
H 2.848 4.123 1.899
H -0.374 5.117 -1.014
H -0.240 5.153 0.743
H 1.667 2.296 -1.755
H 0.229 3.087 -2.493
H 0.193 1.356 -2.031

=====

(4)
76
Properties=species:S:1:pos:R:3 method="wB97M-V/def2-TZVPD" energy_ev=-119403.189 gap_ev=5.58 mol_weight_g_mol=624.32 total_charge=-1 homo_energy_ev=-5.370
C 3.085 0.389 3.021
C 2.785 0.931 1.613
N 1.464 0.643 1.047
C 1.061 -0.784 1.215
C 0.086 -1.335 0.155
Ga 0.924 -2.942 -0.775
C -0.315 -4.045 -1.937
C -1.695 -4.347 -1.329
C -2.595 -3.111 -1.235
C -4.086 -3.455 -1.379
N -4.990 -2.543 -0.638
C -5.438 -1.424 -1.365
C -4.714 -0.122 -1.121
O -6.325 -1.514 -2.177
C 2.612 -2.366 -1.762
C 2.687 -0.866 -2.088
C 1.794 -0.385 -3.251
C 1.360 -1.429 -4.280
S 2.672 -2.020 -5.337
O 3.951 -1.655 -4.807
O 2.359 -1.680 -6.697
O 2.495 -3.601 -5.255
P 1.627 -4.421 0.984
O 1.325 -5.885 0.755
C 0.490 1.561 1.465
C -0.706 1.755 0.574
O 0.611 2.203 2.496
H 2.177 0.321 3.619
H 3.573 -0.587 2.990
H 3.755 1.079 3.540
H 2.918 2.013 1.624
H 3.523 0.532 0.910
H 0.641 -0.910 2.221
H 2.006 -1.338 1.208
H -0.138 -0.564 -0.582
H -0.839 -1.637 0.652
H 0.183 -5.004 -2.126
H -0.488 -3.591 -2.922
H -2.212 -5.080 -1.967
H -1.580 -4.815 -0.347
H -2.316 -2.418 -2.036
H -2.472 -2.612 -0.271
H -4.272 -4.475 -1.034
H -4.390 -3.402 -2.428
H -4.548 -2.234 0.219
H -4.555 0.059 -0.056
H -3.728 -0.203 -1.587
H -5.266 0.700 -1.575
H 2.785 -2.992 -2.642
H 3.453 -2.596 -1.097
H 3.719 -0.542 -2.248
H 2.338 -0.326 -1.200
H 2.313 0.409 -3.800
H 0.878 0.074 -2.865
H 0.667 -0.985 -4.998
H 0.846 -2.268 -3.811
H 2.328 -3.873 -4.338
H 1.126 -3.998 2.256
H 3.019 -4.228 1.242
H -1.023 2.796 0.628
H -1.515 1.114 0.936
H -0.479 1.463 -0.448
C 0.068 6.204 5.199
C -0.120 5.263 4.252
C -0.568 5.640 2.849
O -0.716 4.747 2.045
C -0.798 7.046 2.547
C -0.604 7.963 3.501
C -0.149 7.593 4.890
O 0.006 8.518 5.673
O -0.789 9.268 3.331
O 0.072 3.988 4.500
H 0.386 5.953 6.201
H -1.125 7.302 1.550
H -0.566 9.675 4.192
H -0.051 3.407 3.712